Density functional theory data (ωB97M-V/def2-TZVPD) for a cluster of 7 separate species, C34H63IN2O10S in total at a distorted geometry.

ORCA input file:
```
! wB97M-V def2-TZVPD RIJCOSX def2/J DEFGRID3
* xyz 0 1
H -1.988 4.353 -3.793
C 0.512 -1.163 1.811
H 4.890 1.805 1.164
H 4.221 0.198 1.100
H 1.835 5.755 -5.679
H 2.365 -1.066 10.429
C 0.618 -3.562 7.384
C 1.377 6.646 -7.355
C -0.961 -3.693 0.847
H 1.103 -4.335 5.428
C 0.735 0.677 -0.374
C 4.694 0.991 -0.846
H -4.118 -7.264 -0.159
H 3.550 -0.791 -1.172
H 2.923 -0.270 8.037
H -5.812 1.472 -4.358
H -7.987 -0.656 -4.625
C 4.587 -0.465 -1.323
C 4.837 -2.584 0.146
C 4.203 1.169 0.601
H 2.620 2.412 -0.186
H 1.503 0.449 10.733
H 4.740 -2.382 1.216
H -0.248 4.217 -3.538
H 1.665 -3.431 7.665
C -1.511 -2.287 0.769
C 2.679 6.319 -8.068
C 3.486 0.695 9.883
H 2.827 -0.053 11.799
H -2.147 -2.137 1.646
O -1.344 1.772 -3.859
H 1.540 8.798 -7.577
H -7.608 3.084 -4.922
H 0.442 8.274 -6.289
C 2.482 -0.032 10.765
O -1.116 -4.476 1.716
N 2.475 -0.113 2.854
H -5.205 -4.208 -1.732
H 2.710 2.416 1.572
H 3.752 1.270 7.819
H 4.761 -0.495 -2.402
H -5.579 -6.435 -0.717
H 2.651 5.306 -8.469
H -0.543 -3.722 5.566
H 0.213 1.388 -5.980
C 1.570 -0.126 1.785
O -7.251 1.327 -2.952
H -6.341 -0.924 -4.047
H 5.407 -3.511 0.050
H 4.140 1.635 -1.536
C -1.040 4.136 -4.289
C -2.273 0.112 -1.533
C -3.556 -6.036 -2.582
H -1.272 -2.602 7.784
H -7.387 1.948 -6.263
H -0.630 1.810 -3.209
C -6.953 -0.311 -4.709
H 3.628 1.711 10.255
H 0.544 6.537 -8.052
C -6.856 1.155 -4.315
H 6.275 -1.828 -1.283
H -0.109 -2.475 9.106
O -4.334 -4.106 -1.332
C -3.749 -5.406 -1.213
H 5.744 1.298 -0.923
I 0.153 -4.223 -0.929
C -0.445 -1.230 0.678
H -3.066 -7.007 -2.504
O 1.119 5.695 -6.322
H -0.859 4.887 -5.058
H 4.689 -0.823 9.661
H -6.620 -0.469 -5.736
O 0.803 1.475 -1.288
H 2.058 1.244 8.342
H -4.524 -6.179 -3.072
H -2.144 -2.232 -0.122
H 0.813 -2.596 5.460
O 4.771 0.083 9.979
C 1.385 8.058 -6.791
C 0.493 -3.547 5.870
H 6.087 -0.844 0.171
O 0.247 -4.833 7.917
H -8.751 1.759 -5.149
H 0.088 -1.475 7.655
H 0.466 3.104 -6.368
H 3.517 6.379 -7.368
C -0.336 -0.381 -0.361
H 2.188 8.165 -6.056
C -7.696 2.040 -5.221
C 5.543 -1.420 -0.584
C 2.786 1.780 0.683
C -0.214 -2.458 8.021
C 2.192 -0.329 4.026
C -4.581 -6.286 -0.295
C 1.700 0.741 0.760
H -4.696 -5.817 0.682
H -0.675 -4.988 7.686
S -3.672 0.773 -1.564
H 2.868 7.013 -8.888
H -8.172 1.050 -2.883
C 3.023 0.743 8.436
O 1.948 -0.577 5.121
C -1.061 2.732 -4.873
C 0.250 2.396 -5.567
H -1.884 2.649 -5.587
H 1.072 2.433 -4.845
N -1.169 -0.424 -1.495
O 0.404 -1.952 2.729
H -2.951 -5.389 -3.217
H -2.775 -5.224 -0.762
H 3.837 -2.765 -0.256
*
```

Calculated values
* HOMO-LUMO gap: 7.64 eV
* molar mass: 818.85 g mol⁻¹
* HOMO energy: -9.6 eV
* E_tot: -78669.84616 eV



Density functional theory data (ωB97M-V/def2-TZVPD) for a cluster of 2 separate species, C3H8ClIN3 in total at a distorted geometry.

ORCA input file:
```
! wB97M-V def2-TZVPD RIJCOSX def2/J DEFGRID3
* xyz 1 1
H 2.457 -0.632 -2.124
H 0.808 -1.109 -3.790
N 0.498 -0.975 -2.880
C 0.102 2.113 -0.421
H -0.828 -1.405 -0.342
Cl -1.538 2.003 -0.838
N 0.433 2.275 0.827
H -0.327 2.011 1.449
H 1.319 2.485 1.253
N -0.262 -0.667 0.027
C 1.080 -0.419 -0.477
I 2.636 0.307 0.880
H 0.773 2.434 -1.189
H -0.361 -0.656 1.018
C 1.389 -0.848 -1.783
H -0.285 -1.538 -2.599
*
```

Calculated values
* HOMO-LUMO gap (spin up / spin down): 6.53 / 6.53 eV
* molar mass: 248.47 g mol⁻¹
* HOMO energy (spin up / spin down): -11.5 / -11.5 eV
* ΔE to the lowest compared entry with this formula, charge and spin: 195.29 kJ/mol
* E_tot: -28325.07256 eV